Here is C12H19NO4S as an isolated structure in a non-equilibrium geometry from the OMol25 dataset. Energies are from ωB97M-V/def2-TZVPD.

Each line ends with the Mulliken charge.
Atoms and positions in Å:
C -4.641 -1.883 0.370  -0.92
H -5.555 -1.914 -0.108  0.32
O -3.981 -0.577 -0.186  -0.45
C -2.804 -0.401 0.175  0.52
C -2.005 -1.358 0.809  -1.13
C -0.802 -0.843 1.322  -0.06
C -0.359 0.332 0.982  -0.64
C -1.126 1.299 -0.092  1.01
C -2.442 0.889 -0.355  -0.80
H -3.024 1.415 -0.861  0.96
O -0.601 2.652 -0.381  -0.44
C -1.463 3.455 -1.205  -1.01
H -0.710 4.047 -1.411  0.44
H -2.204 3.749 -0.471  0.38
H -1.710 2.920 -2.181  0.28
N 0.951 0.862 1.265  -0.50
S 2.415 -0.180 0.849  0.94
O 2.159 -1.384 1.416  -0.49
O 3.591 0.869 1.200  -0.68
C 2.453 -0.013 -0.906  -0.81
C 1.428 -1.009 -1.750  1.84
C 1.175 -0.562 -2.983  -1.50
H 0.919 0.474 -3.199  0.40
H 0.514 -1.285 -3.423  0.40
H 2.236 -0.576 -3.911  0.21
C 2.002 -2.431 -1.503  -1.97
H 1.173 -3.313 -1.892  0.25
H 2.104 -2.514 -0.473  0.50
H 2.771 -2.666 -1.915  0.75
H 0.548 -0.912 -1.081  -0.62
H 2.337 1.085 -1.372  0.29
H 3.476 -0.371 -1.373  0.45
H 1.209 1.907 0.942  0.42
H -0.111 -1.505 1.832  0.49
H -2.398 -2.203 1.333  0.45
H -4.680 -1.733 1.415  0.43
H -4.111 -2.736 -0.277  0.31

Values from the calculation:
Energy = -33256.8997 eV
LUMO level = 0.52 eV
HOMO energy = -7.58 eV
Kohn-Sham gap = 8.11 eV


Here is C12H20AsCl3FeS4Sb2Si as an isolated structure from the OMol25 dataset. Energies are from ωB97M-V/def2-TZVPD.

Each line ends with the Mulliken charge.
Atoms and positions in Å:
Fe -2.344 1.407 3.921  0.16
C -3.073 0.085 -2.410  -1.47
Sb -1.807 0.297 -0.666  0.68
C -0.567 1.710 -1.708  -1.22
C -0.652 -1.537 -1.128  -1.94
C 0.356 -1.399 -2.223  1.25
C -0.068 -1.600 -3.542  -0.51
C 0.773 -1.426 -4.628  -0.73
C 2.091 -1.047 -4.408  -0.65
C 2.528 -0.870 -3.105  -0.77
C 1.698 -1.042 -1.994  1.31
C 2.332 -0.866 -0.628  -1.86
Sb 1.305 -0.006 1.121  0.62
C 3.171 0.610 1.964  -1.40
C 1.257 -1.837 2.231  -1.27
H -2.474 -0.145 -3.292  0.43
H -3.583 1.037 -2.564  0.40
H -3.826 -0.689 -2.258  0.37
H -0.122 1.244 -2.589  0.32
H 0.211 2.101 -1.056  0.29
H -1.216 2.533 -2.016  0.49
H -1.429 -2.249 -1.419  0.65
H -0.219 -1.901 -0.199  0.33
H -1.096 -1.905 -3.707  0.42
H 0.403 -1.585 -5.634  0.37
H 2.772 -0.898 -5.237  0.39
H 3.561 -0.589 -2.928  0.35
H 3.189 -0.197 -0.753  0.51
H 2.752 -1.820 -0.289  0.45
H 3.920 -0.168 1.806  0.40
H 3.016 0.768 3.031  0.38
H 3.505 1.544 1.513  0.39
H 2.255 -2.280 2.232  0.35
H 0.548 -2.544 1.799  0.40
H 0.949 -1.603 3.250  0.39
S 0.146 -0.812 6.723  -0.64
As -0.305 1.141 6.022  0.36
S -0.172 1.129 3.765  -0.15
S -2.511 1.532 6.192  -0.51
S 0.815 2.747 6.814  -0.64
Cl -4.371 0.847 2.533  -0.34
Si -3.931 3.071 2.423  0.29
Cl -5.876 3.896 2.784  -0.34
Cl -3.913 3.315 0.258  -0.33

Values from the calculation:
Multiplicity = 5
Energy = -209862.5925 eV
Expectation value of S² = 6.02
LUMO level (alpha / beta) = 4.07 / 4.07 eV
HOMO energy (alpha / beta) = -1.70 / -1.70 eV
Charge = -2
Kohn-Sham gap (alpha / beta) = 5.77 / 5.77 eV


Here is a 3-piece molecular cluster, C12H20ClFO7 overall in a non-equilibrium geometry from the OMol25 dataset. Energies are from ωB97M-V/def2-TZVPD.

Each line ends with the Mulliken charge.
Atoms and positions in Å:
O -0.655 -1.804 -4.813  -0.48
C -1.647 -1.149 -4.820  0.75
O -1.622 0.247 -4.947  -0.27
C -2.871 0.646 -5.321  0.27
O -3.160 1.678 -5.842  -0.48
C -3.814 -0.485 -5.052  0.55
Cl -5.487 -0.407 -5.124  -0.15
C -3.068 -1.534 -4.765  0.12
F -3.412 -2.754 -4.478  -0.31
C 1.202 -2.051 1.158  -0.68
O 0.997 -3.020 0.141  -0.43
C -0.370 -3.278 -0.122  -0.71
C -0.881 -2.520 -1.331  -0.25
O -0.837 -1.111 -1.151  -0.40
C 0.311 -0.509 -1.732  -0.54
H 2.219 -1.676 1.063  0.24
H 0.512 -1.211 1.069  0.25
H 1.085 -2.510 2.145  0.39
H -0.978 -3.049 0.758  0.34
H -0.463 -4.349 -0.326  0.42
H -1.930 -2.791 -1.489  0.32
H -0.319 -2.804 -2.225  0.30
H 0.164 -0.382 -2.808  0.22
H 1.213 -1.098 -1.561  0.30
H 0.441 0.471 -1.277  0.22
C 0.078 3.506 3.996  -0.70
O 1.489 3.642 3.988  -0.38
C 2.168 2.526 4.537  -0.50
C 2.661 1.567 3.473  -0.56
O 1.597 0.981 2.739  -0.32
C 1.344 1.637 1.507  -0.94
H -0.327 4.225 3.286  0.25
H -0.237 2.504 3.699  0.28
H -0.321 3.730 4.992  0.32
H 1.527 2.003 5.254  0.32
H 3.035 2.912 5.082  0.37
H 3.199 0.751 3.964  0.37
H 3.357 2.072 2.796  0.37
H 2.066 1.309 0.751  0.33
H 1.392 2.723 1.606  0.57
H 0.341 1.360 1.181  0.23

Values from the calculation:
SMILES = O=C1OC(=O)C(Cl)=C1F.COCCOC.COCCOC
Energy = -42337.4712 eV
LUMO level = -1.24 eV
HOMO energy = -9.23 eV
Kohn-Sham gap = 8.00 eV


Here is C12H20N2O6S2V as an isolated structure from the OMol25 dataset. Energies are from ωB97M-V/def2-TZVPD.

Each line ends with the Mulliken charge.
Atoms and positions in Å:
V 0.339 0.599 0.152  0.59
C 0.566 -2.436 0.115  -1.17
N 0.420 -1.345 -0.869  0.82
C -0.753 -1.652 -1.711  -1.29
C 1.612 -1.254 -1.737  -0.96
C 2.769 -0.627 -0.989  -1.03
N 2.391 0.700 -0.448  0.84
C 2.519 1.736 -1.493  -1.28
C 3.295 1.050 0.668  -1.21
H 0.690 -3.396 -0.398  0.38
H -0.328 -2.466 0.735  0.27
H 1.413 -2.261 0.773  0.35
H -0.578 -2.574 -2.278  0.38
H -0.941 -0.829 -2.396  0.35
H -1.623 -1.790 -1.071  0.32
H 1.341 -0.639 -2.597  0.38
H 1.899 -2.243 -2.116  0.41
H 3.645 -0.539 -1.641  0.40
H 3.060 -1.254 -0.146  0.40
H 3.564 1.819 -1.810  0.39
H 2.184 2.691 -1.093  0.33
H 1.893 1.495 -2.349  0.36
H 4.339 1.049 0.337  0.38
H 3.168 0.333 1.477  0.37
H 3.033 2.039 1.037  0.32
O -0.350 1.427 3.795  -0.75
S -0.215 1.139 2.407  1.44
O 0.363 2.196 1.545  -0.56
O 0.565 -0.131 2.111  -0.61
C -1.820 0.696 1.733  0.72
C -2.542 -0.090 2.639  -1.17
C -3.729 -0.687 2.278  -0.56
C -4.212 -0.532 0.990  -0.60
C -3.522 0.239 0.079  -0.47
C -2.318 0.875 0.414  0.15
S -1.792 2.051 -0.916  1.41
O -2.789 1.939 -1.938  -0.75
O -1.579 3.318 -0.294  -0.63
O -0.481 1.429 -1.424  -0.62
H -2.152 -0.212 3.640  0.48
H -4.281 -1.268 3.005  0.42
H -5.146 -0.995 0.697  0.40
H -3.917 0.398 -0.913  0.57

Values from the calculation:
Multiplicity = 2
Energy = -75391.8083 eV
Expectation value of S² = 0.76
LUMO level (alpha / beta) = 0.27 / 0.27 eV
HOMO energy (alpha / beta) = -7.38 / -6.83 eV
Kohn-Sham gap (alpha / beta) = 7.65 / 7.10 eV